The following is a quantum chemistry calculation of a structure of composition C26H43BN5Se2V, from the Open Molecules 2025 dataset.

Output
HOMO-LUMO gap (alpha / beta) = 5.785 / 6.192 eV
Relative energy (zero: lowest compared OMol25 entry of this formula, charge and spin) = 0.00 kJ/mol
Molecular weight = 645.34 g mol⁻¹
HOMO (alpha / beta) = -3.1 / -3.5 eV
LUMO (alpha / beta) = 2.682 / 2.683 eV
Maximum force = 0.59 eV/A
E_tot = -192169.1392 eV

Structure (ORCA input):
```
! wB97M-V def2-TZVPD RIJCOSX def2/J DEFGRID3
* xyz -1 2
V -1.018 -0.354 -1.605
C -0.635 -4.003 -1.309
C -2.041 -3.401 -1.201
C -3.002 -4.199 -2.097
C -2.527 -3.547 0.252
C -2.053 -1.935 -1.570
H -0.580 -4.955 -0.771
H 0.108 -3.314 -0.903
H -0.369 -4.194 -2.352
H -2.989 -5.261 -1.830
H -2.722 -4.117 -3.150
H -4.026 -3.832 -1.988
H -2.634 -4.606 0.512
H -3.493 -3.056 0.389
H -1.817 -3.085 0.939
H -3.071 -1.561 -1.796
B -3.759 3.613 -1.405
C -2.971 2.246 -1.383
N -2.351 1.271 -1.423
H -2.935 4.479 -1.158
H -4.218 3.750 -2.521
H -4.623 3.578 -0.556
C -0.477 -2.227 -4.546
N -0.530 -0.788 -4.711
C -0.119 -0.138 -5.857
C -0.117 1.178 -5.570
N -0.526 1.295 -4.259
C -0.493 2.544 -3.516
C -0.752 0.082 -3.698
Se 1.316 -0.523 -1.564
H -0.342 -2.685 -5.525
H -1.399 -2.577 -4.090
H 0.352 -2.483 -3.886
H 0.121 -0.664 -6.763
H 0.121 2.032 -6.178
H -0.144 3.332 -4.182
H 0.203 2.434 -2.683
H -1.480 2.800 -3.142
C 3.412 -2.582 4.591
C 2.131 -1.755 4.547
C 1.176 -2.176 3.432
C 1.625 -1.766 2.034
N 1.641 -0.319 1.859
C 0.555 0.404 1.495
Se -1.155 -0.255 1.327
N 0.965 1.675 1.268
C 0.137 2.761 0.767
C -0.101 3.838 1.820
C -0.969 3.369 2.988
C -2.437 3.208 2.612
C 2.339 1.745 1.402
C 3.230 2.788 1.213
C 4.575 2.519 1.415
C 5.009 1.248 1.794
C 4.114 0.204 1.981
C 2.771 0.474 1.779
H 4.066 -2.261 5.404
H 3.980 -2.501 3.662
H 3.183 -3.639 4.740
H 2.374 -0.694 4.435
H 1.618 -1.845 5.508
H 0.185 -1.751 3.596
H 1.057 -3.264 3.441
H 0.955 -2.159 1.269
H 2.627 -2.126 1.800
H -0.800 2.319 0.432
H 0.637 3.171 -0.113
H -0.589 4.681 1.320
H 0.863 4.200 2.190
H -0.874 4.089 3.807
H -0.581 2.417 3.366
H -2.846 4.140 2.219
H -3.029 2.912 3.479
H -2.569 2.439 1.851
H 2.891 3.769 0.908
H 5.302 3.307 1.269
H 6.067 1.068 1.935
H 4.458 -0.783 2.256
*
```